DFT (the ωB97M-V functional and the def2-TZVPD basis) results for a gas-phase ion, C6H9N (charge -1) at a distorted geometry.

Computed properties:
Expectation value of S² ... 0.76
Orbital gap (alpha / beta) ... 2.70 / 7.08 eV
E_LUMO (alpha / beta) ... 4.476 / 4.404 eV
Highest occupied orbital energy (alpha / beta) ... 1.8 / -2.7 eV

```
! RIJCOSX wB97M-V def2-TZVPD def2/J DEFGRID3
* xyz -1 2
C 0.1668 1.0868 -2.3840
C 0.5310 1.4561 -0.9175
C 0.1201 0.4070 0.1089
C 0.9618 -0.7782 0.3059
N 0.1317 -1.6297 1.0678
C -1.0175 -1.0285 1.5054
C -1.0627 0.2043 0.8980
H -0.7360 1.7309 -2.5347
H -0.1695 0.0700 -2.6224
H 1.0053 1.3359 -3.0406
H 0.0609 2.4076 -0.4934
H 1.6046 1.5352 -0.9456
H 2.0733 -0.8433 0.3520
H 0.4714 -2.4318 1.5341
H -1.6059 -1.4322 2.3258
H -1.8236 0.9500 0.8505
*
```

Charges per atom according to Mulliken partitioning, unit e: -1.229 -0.627 0.474 -0.979 0.033 -0.850 -0.782 0.419 0.265 0.299 0.253 0.318 0.184 0.527 0.353 0.343